1.
Entry from OMol25: 7 unconnected molecules or ions with the total composition C23H53N7O11PS at a distorted geometry (ωB97M-V/def2-TZVPD).

Computed properties:
multiplicity = 1
total charge = +1
lowest unoccupied orbital energy = -4.18 eV
frontier orbital gap = 6.42 eV
HOMO = -10.6 eV

Geometry as XYZ:
```
96
Properties=species:S:1:pos:R:3:mulliken_charge:R:1
O -2.643 2.115 -1.059 -0.239
N -2.194 1.168 -1.476 0.346
O -1.821 1.306 -2.917 -0.274
C -2.326 0.277 -3.713 -0.315
S -3.456 -0.813 -2.747 0.120
C -4.729 -1.385 -3.931 -0.586
C -5.727 -2.216 -3.140 -0.959
C -7.150 -1.949 -3.487 -1.174
C -7.678 -0.771 -2.757 0.460
O -7.877 -0.778 -1.635 -0.454
O -7.916 0.319 -3.460 -0.476
P -2.298 -2.557 -2.125 0.358
O -1.696 -2.282 -0.870 -0.391
H -1.509 -0.288 -4.082 0.354
H -2.878 0.736 -4.494 0.361
H -4.216 -1.997 -4.620 0.509
H -5.146 -0.551 -4.437 0.565
H -5.574 -2.093 -2.095 0.715
H -5.532 -3.237 -3.338 0.502
H -7.338 -1.860 -4.536 0.497
H -7.715 -2.774 -3.148 0.372
H -7.721 0.178 -4.385 0.346
H -3.179 -3.648 -2.122 0.142
H -1.348 -2.800 -3.126 0.141
C -0.681 -3.679 1.451 -1.000
C -0.160 -4.966 2.050 0.709
O -0.549 -6.029 1.578 -0.713
N 0.694 -4.929 3.089 -0.123
C 1.305 -3.775 3.749 -0.804
H -1.339 -3.941 0.640 0.146
H -1.242 -3.109 2.193 0.349
H 0.131 -3.067 1.061 0.422
H 0.933 -5.845 3.433 0.245
H 2.378 -3.865 3.682 0.330
H 1.017 -3.765 4.803 0.288
H 1.004 -2.846 3.291 0.247
C -1.017 5.265 -1.027 -1.313
C -1.362 6.636 -1.556 0.790
O -0.627 7.238 -2.331 -0.731
N -2.522 7.187 -1.143 -0.173
C -3.507 6.632 -0.231 -0.813
H -0.062 4.957 -1.444 0.285
H -0.931 5.297 0.059 0.383
H -1.779 4.543 -1.322 0.462
H -2.693 8.100 -1.531 0.245
H -4.470 6.548 -0.737 0.296
H -3.621 7.291 0.629 0.286
H -3.205 5.652 0.119 0.288
C 2.501 7.379 2.183 -1.445
C 1.394 7.260 1.162 0.974
O 0.263 6.905 1.474 -0.659
N 1.689 7.562 -0.119 0.010
C 2.957 8.000 -0.669 -0.978
H 2.108 7.106 3.157 0.307
H 3.321 6.707 1.931 0.368
H 2.870 8.404 2.229 0.381
H 0.909 7.463 -0.753 0.090
H 2.834 8.979 -1.136 0.297
H 3.292 7.292 -1.427 0.288
H 3.710 8.069 0.104 0.386
C 4.419 -0.026 1.964 -1.092
C 3.999 -1.472 2.051 0.729
O 3.335 -1.935 2.967 -0.605
N 4.415 -2.281 1.041 -0.138
C 5.215 -1.925 -0.124 -0.837
H 4.036 0.516 2.822 0.327
H 5.503 0.040 1.956 0.197
H 4.026 0.432 1.056 0.343
H 4.117 -3.238 1.141 0.197
H 4.655 -2.146 -1.035 0.300
H 6.134 -2.513 -0.135 0.286
H 5.475 -0.871 -0.114 0.306
C 9.662 0.711 0.538 -1.521
C 8.309 0.114 0.843 1.036
O 7.266 0.621 0.446 -0.639
N 8.287 -1.021 1.584 -0.097
C 9.414 -1.758 2.138 -0.993
H 9.524 1.604 -0.058 0.309
H 10.179 0.979 1.460 0.387
H 10.272 0.005 -0.027 0.379
H 7.361 -1.375 1.758 0.121
H 9.417 -2.774 1.744 0.289
H 9.323 -1.806 3.223 0.304
H 10.353 -1.281 1.886 0.407
C -6.307 -5.006 1.751 -1.235
C -5.746 -5.616 0.487 0.761
O -6.336 -5.549 -0.584 -0.687
N -4.549 -6.239 0.578 -0.123
C -3.683 -6.403 1.745 -0.700
H -7.261 -4.545 1.521 0.305
H -6.463 -5.773 2.509 0.367
H -5.632 -4.244 2.142 0.339
H -4.236 -6.628 -0.296 0.223
H -2.725 -5.946 1.517 0.146
H -3.525 -7.464 1.935 0.270
H -4.110 -5.942 2.628 0.300
```

---

2.
Entry from OMol25: 2 unconnected molecules or ions with the total composition C2H7NS at a distorted geometry (ωB97M-V/def2-TZVPD).

Computed properties:
multiplicity = 1
lowest unoccupied orbital energy = 0.97 eV
frontier orbital gap = 10.72 eV
SMILES string = C=NC.S
HOMO = -9.7 eV

Geometry as XYZ:
```
11
Properties=species:S:1:pos:R:3:mulliken_charge:R:1
C -0.201 -2.332 -0.368 -0.248
N -0.411 -1.200 0.132 -0.350
C 0.592 -0.174 -0.159 -0.610
H 0.561 -2.543 -1.127 0.211
H -0.951 -3.106 -0.208 0.248
H 1.441 -0.613 -0.689 0.394
H 0.933 0.246 0.782 0.200
H 0.175 0.599 -0.805 0.156
S -0.913 3.589 1.151 -0.270
H -1.424 2.423 0.721 0.147
H 0.198 3.112 0.568 0.120
```

---

3.
Entry from OMol25: 2 unconnected molecules or ions with the total composition H4O2 (ωB97M-V/def2-TZVPD).

Computed properties:
multiplicity = 1
lowest unoccupied orbital energy = 0.65 eV
frontier orbital gap = 11.58 eV
SMILES string = O.O
HOMO = -10.9 eV

Geometry as XYZ:
```
6
Properties=species:S:1:pos:R:3:mulliken_charge:R:1
O 0.261 -0.532 -1.546 -0.653
H 0.042 -0.304 -0.622 0.380
H 1.213 -0.412 -1.606 0.309
O -0.257 0.130 1.149 -0.696
H -1.153 0.296 0.823 0.339
H -0.105 0.821 1.803 0.322
```

---

4.
Entry from OMol25: 11 unconnected molecules or ions with the total composition C13H48N10O11 at a distorted geometry (ωB97M-V/def2-TZVPD).

Computed properties:
multiplicity = 1
lowest unoccupied orbital energy = -0.53 eV
frontier orbital gap = 8.19 eV
SMILES string = NC(N)=O.NC(N)=O.NC(N)=O.NC(N)=O.NC(N)=O.CCO.CCO.CO.CO.CO.CO
HOMO = -8.7 eV

Geometry as XYZ:
```
82
Properties=species:S:1:pos:R:3:mulliken_charge:R:1
N -1.854 -1.600 1.708 -0.102
C -0.904 -2.475 1.779 0.086
N 0.207 -2.041 2.225 0.144
O -1.088 -3.728 1.230 -0.765
H -2.670 -1.863 1.124 -0.051
H -2.021 -0.924 2.493 0.463
H 0.923 -2.740 2.382 0.261
H 0.405 -1.102 2.507 0.197
N -1.441 1.623 -3.318 -0.365
C -1.175 0.600 -4.154 0.391
N -1.669 -0.498 -3.783 -0.142
O -0.399 0.875 -5.301 -0.756
H -1.309 2.576 -3.646 0.209
H -2.178 1.609 -2.606 0.309
H -1.345 -1.252 -4.411 0.280
H -2.100 -0.895 -2.981 0.308
N -5.302 -0.944 -0.059 -0.330
C -4.247 -1.671 -0.406 0.199
N -3.985 -2.620 0.353 -0.441
O -3.324 -1.309 -1.411 -0.685
H -5.657 -0.248 -0.656 0.223
H -5.901 -1.202 0.711 0.185
H -3.351 -3.258 -0.150 0.295
H -4.621 -3.084 1.043 0.226
N 3.905 -1.395 0.509 -0.202
C 4.806 -1.139 -0.430 0.591
N 5.957 -1.554 -0.155 -0.367
O 4.524 -0.460 -1.587 -0.853
H 2.948 -1.063 0.312 0.091
H 4.060 -2.141 1.173 0.214
H 6.699 -1.258 -0.792 0.301
H 6.214 -2.176 0.561 0.145
N -0.782 0.173 -0.046 1.171
C 0.430 0.384 -0.430 0.091
N 0.539 1.224 -1.425 0.280
O 1.528 -0.195 0.137 0.396
H -0.951 -0.543 0.700 -0.293
H -1.590 0.641 -0.338 -0.313
H 1.475 1.412 -1.723 0.234
H -0.239 1.302 -2.101 -0.242
C 0.971 -2.402 -2.725 -0.746
C 0.251 -3.083 -1.446 0.972
O 0.302 -4.445 -1.549 -0.638
H 2.041 -2.416 -2.764 0.248
H 0.707 -1.283 -2.746 0.011
H 0.515 -2.789 -3.671 0.327
H -0.792 -2.713 -1.309 -0.335
H 0.728 -2.690 -0.524 -0.212
H 0.665 -4.930 -0.772 0.376
C 1.353 2.244 4.398 -1.437
C 0.554 2.084 3.100 -0.042
O 0.626 0.770 2.571 -0.404
H 2.415 2.114 4.278 0.300
H 1.071 1.630 5.278 0.309
H 1.266 3.337 4.624 0.407
H 0.969 2.794 2.356 0.162
H -0.482 2.441 3.362 0.255
H 0.097 0.752 1.748 0.173
C -3.894 2.433 -0.345 -0.672
O -3.211 1.434 -1.118 -0.697
H -3.163 3.127 0.050 0.280
H -4.399 1.818 0.446 0.212
H -4.561 2.991 -0.998 0.245
H -3.798 0.666 -1.120 -0.010
C 3.040 1.923 -3.021 -0.964
O 3.293 1.912 -1.549 -0.582
H 2.423 1.080 -3.348 0.272
H 4.042 2.002 -3.446 0.309
H 2.489 2.775 -3.342 0.297
H 3.828 1.125 -1.436 0.528
C 4.262 2.335 1.337 -0.477
O 3.591 1.271 2.048 -0.574
H 3.589 2.988 0.834 0.221
H 4.837 1.885 0.479 0.084
H 4.910 2.899 2.057 0.344
H 2.941 0.843 1.483 0.167
C -3.257 1.053 2.687 -0.335
O -2.373 0.308 3.500 -0.643
H -3.827 0.465 2.000 -0.085
H -2.670 1.810 2.081 0.248
H -3.979 1.472 3.422 0.366
H -1.889 0.929 4.055 0.351
```

---

Which value of multiplicity does entry 3 give?
1